No. 1
CH10Na5O8 | ωB97M-V/def2-TZVPD

## Properties
* total charge: +3
* HOMO energy: -0.694 Eh
* relative energy (zero: lowest compared OMol25 entry of this formula, charge and spin): 45.8 kcal/mol
* gap between HOMO and LUMO: 6.546 eV
* total energy: -39640.3026 eV
* max |F|: 0.0717 hartree/bohr
* lowest unoccupied orbital energy: -12.350 eV

CARTESIAN COORDINATES (ANGSTROEM)
Na -1.58 0.87 3.65
Na -3.57 1.01 1.04
Na -0.92 2.98 0.61
Na 0.02 -1.61 -2.66
Na -1.54 -2.17 1.72
C -0.46 -0.08 0.04
O -0.40 -1.32 -0.32
O 0.18 0.82 -0.58
O -1.19 0.20 1.07
O -3.71 -0.93 -0.68
H -3.95 -0.38 -1.45
H -2.78 -1.17 -0.83
O 0.82 -3.46 0.72
H 0.35 -2.67 0.43
H 0.89 -4.01 -0.07
O 2.90 0.08 -1.71
H 2.02 0.33 -1.40
H 2.76 -0.74 -2.20
O 1.26 3.50 -0.88
H 1.23 2.54 -0.96
H 2.14 3.68 -0.51
O 1.89 1.17 1.86
H 1.27 1.04 1.13
H 2.35 0.32 1.98

Table of natural (NBO) atomic charges, one value per atom, all in e: 1.00 0.98 0.97 0.99 0.98 0.96 -0.95 -0.84 -1.08 -0.98 0.50 0.48 -0.96 0.45 0.49 -0.91 0.46 0.45 -0.98 0.48 0.51 -0.96 0.46 0.50

***

No. 2
CH10O3S2 | ωB97M-V/def2-TZVPD

## Properties
* total charge: 0
* HOMO energy: -0.310 Eh
* SMILES: CSS.O.O.O
* relative energy (zero: lowest compared OMol25 entry of this formula, charge and spin): 34.9 kcal/mol
* gap between HOMO and LUMO: 8.264 eV
* total energy: -29010.9881 eV
* max |F|: 0.0979 hartree/bohr
* lowest unoccupied orbital energy: -0.174 eV

CARTESIAN COORDINATES (ANGSTROEM)
C -2.13 -1.53 0.13
S -1.75 0.14 -0.39
S -3.74 1.15 -0.21
H -1.40 -2.04 -0.55
H -3.18 -1.93 -0.18
H -2.01 -1.67 1.19
H -3.11 2.36 -0.30
O 0.26 2.52 -2.93
H 0.57 2.12 -2.09
H -0.61 2.30 -2.99
O 4.65 0.66 1.81
H 3.97 0.78 1.13
H 5.42 0.42 1.33
O 0.68 -1.62 1.38
H 1.26 -1.27 0.76
H 1.11 -2.38 1.91

Table of natural (NBO) atomic charges, one value per atom, all in e: -0.76 0.08 -0.17 0.24 0.23 0.23 0.14 -0.93 0.47 0.46 -0.93 0.46 0.46 -0.95 0.47 0.49

***

No. 3
CH10O5 | ωB97M-V/def2-TZVPD

## Properties
* total charge: -1
* HOMO energy (spin up / spin down): 0.022 / -0.214 Eh
* spin multiplicity: 2
* relative energy (zero: lowest compared OMol25 entry of this formula, charge and spin): 13.3 kcal/mol
* gap between HOMO and LUMO (spin up / spin down): 2.987 / 9.316 eV
* total energy: -11435.2848 eV
* max |F|: 0.0189 hartree/bohr
* lowest unoccupied orbital energy (spin up / spin down): 3.580 / 3.492 eV

CARTESIAN COORDINATES (ANGSTROEM)
O -0.16 -1.25 -0.51
C -0.49 -1.35 -1.67
H -0.61 -0.51 -2.36
H -0.86 -2.34 -2.02
H 1.70 0.23 -2.03
H 2.50 1.26 -2.82
O 1.58 0.99 -2.65
H 0.38 1.81 -0.87
H 0.15 3.20 -0.20
O -0.20 2.31 -0.27
H -0.46 -1.17 2.64
H -1.21 -2.49 2.79
O -0.33 -2.12 2.83
H -0.30 1.34 1.30
H -1.46 1.10 2.16
O -0.57 0.78 2.06

Table of natural (NBO) atomic charges, one value per atom, all in e: -0.58 0.09 0.12 0.07 0.41 0.34 -1.34 0.51 0.45 -1.03 0.50 0.45 -0.96 0.51 0.45 -0.99

***

No. 4
CH10O6 | ωB97M-V/def2-TZVPD

## Properties
* total charge: 0
* HOMO energy: -0.402 Eh
* SMILES: O=CO.O.O.O.O
* relative energy (zero: lowest compared OMol25 entry of this formula, charge and spin): 14.7 kcal/mol
* gap between HOMO and LUMO: 11.547 eV
* total energy: -13484.6675 eV
* max |F|: 0.0308 hartree/bohr
* lowest unoccupied orbital energy: 0.594 eV

CARTESIAN COORDINATES (ANGSTROEM)
O -0.40 -0.27 -1.93
C -1.52 -0.02 -2.32
O -2.43 0.53 -1.52
H -1.83 -0.32 -3.33
H -2.28 0.10 -0.64
O 0.31 -0.07 1.87
H 0.94 -0.78 2.08
H 0.99 0.61 1.77
O 3.37 0.38 2.14
H 3.53 0.23 1.20
H 4.15 -0.03 2.53
O 1.97 0.08 -0.58
H 1.11 0.10 -1.03
H 2.60 -0.23 -1.25
O -2.31 -0.37 1.19
H -1.40 -0.22 1.49
H -2.89 -0.86 1.77

Table of natural (NBO) atomic charges, one value per atom, all in e: -0.64 0.67 -0.70 0.12 0.53 -0.97 0.49 0.50 -0.95 0.48 0.47 -0.99 0.51 0.46 -1.01 0.52 0.49